# 1
Entry from OMol25: one molecule with the formula C4H5N3O in a non-equilibrium geometry (ωB97M-V/def2-TZVPD).

Summary:
Highest occupied orbital energy = -8.673 eV
SMILES = C=Nn1ccc(=O)[nH]1
Multiplicity = 1
ΔE to the lowest compared entry with this formula, charge and spin = 150.3 kcal per mole

Atoms and positions in Å:
C: 2.5003 -0.3246 -0.0275
N: 1.3677 -0.8197 -0.2377
N: 0.2573 -0.2098 -0.0201
C: -0.1489 1.0733 -0.0696
C: -1.5106 1.0346 -0.3026
C: -1.9199 -0.4244 -0.1137
O: -3.0930 -0.8573 0.0850
N: -0.8633 -1.0128 -0.2124
H: 3.3827 -1.2949 0.0875
H: 2.9628 0.7076 0.2916
H: 0.1976 2.1722 0.4469
H: -2.2294 1.9114 -0.0797
H: -0.9033 -1.9554 0.1522

Atomic partial charges in e from the natural (NBO) method, atoms 1 to 5: atom 1 (C): -0.1409, atom 2 (N): -0.2346, atom 3 (N): -0.0761, atom 4 (C): -0.0761, atom 5 (C): -0.3266

***

# 2
Entry from OMol25: a 3-piece molecular cluster, C39H69NO4S overall (ωB97M-V/def2-TZVPD).

Summary:
Highest occupied orbital energy = -8.687 eV
SMILES = CCCCCCCCCCCCc1c(S)cc(CCCCCOC(C)=O)c2c1C(=O)NC2=O.CCCCCC.CCCCCC
Multiplicity = 1

Atoms and positions in Å:
C: 0.2339 0.2132 1.3796
C: 0.0605 1.4814 0.5279
C: 1.3327 2.2989 0.2635
C: 2.2725 2.5297 1.4567
C: 3.7016 2.9267 1.0393
C: 4.7021 1.7709 1.0640
C: 4.3980 0.6513 0.0736
C: 4.7023 0.9875 -1.3823
C: 4.2880 -0.1576 -2.3258
C: 3.0098 0.1474 -3.1272
C: 2.0688 -1.0555 -3.1980
C: 1.5165 -1.4440 -1.8144
C: 0.0201 -1.4326 -1.6030
C: -0.8483 -0.3993 -1.9927
S: -0.2328 1.0256 -2.8459
C: -2.2094 -0.4289 -1.6803
C: -2.7950 -1.4563 -0.9411
C: -4.2404 -1.3422 -0.5424
C: -4.4211 -0.1719 0.4331
C: -5.8661 0.2756 0.6071
C: -5.9972 1.6246 1.3151
C: -5.2547 2.7543 0.6298
O: -5.6069 2.7767 -0.7668
C: -4.6453 3.3448 -1.5550
C: -4.7221 4.8418 -1.6705
O: -3.8174 2.6719 -2.1008
C: -1.9474 -2.4899 -0.5826
C: -0.5876 -2.4705 -0.9060
C: 0.0312 -3.6879 -0.2990
O: 1.1800 -4.0349 -0.2425
N: -1.0260 -4.4307 0.2502
C: -2.2245 -3.7060 0.2272
O: -3.2375 -4.0553 0.7737
H: 1.2708 -0.1267 1.3942
H: -0.3570 -0.6038 0.9593
H: -0.1022 0.3621 2.4056
H: -0.3344 1.1732 -0.4438
H: -0.7048 2.1314 0.9608
H: 1.8843 1.8692 -0.5792
H: 1.0218 3.2923 -0.0785
H: 1.8430 3.3245 2.0707
H: 2.3360 1.6385 2.0859
H: 3.6573 3.3865 0.0461
H: 4.0718 3.7058 1.7110
H: 5.7085 2.1653 0.8929
H: 4.6952 1.3463 2.0736
H: 4.9764 -0.2365 0.3516
H: 3.3468 0.3617 0.1825
H: 4.1727 1.9037 -1.6617
H: 5.7685 1.2168 -1.4699
H: 4.1235 -1.0472 -1.7121
H: 5.1101 -0.3866 -3.0065
H: 2.4828 0.9720 -2.6366
H: 3.2702 0.5016 -4.1267
H: 2.6484 -1.8899 -3.6029
H: 1.2598 -0.8686 -3.9074
H: 1.9653 -0.8095 -1.0420
H: 1.8350 -2.4577 -1.5776
H: -1.1751 1.8620 -2.3956
H: -2.8390 0.3937 -2.0025
H: -4.5528 -2.2554 -0.0358
H: -4.8625 -1.2085 -1.4295
H: -4.0086 -0.4744 1.4019
H: -3.8234 0.6776 0.0980
H: -6.3590 0.3321 -0.3661
H: -6.4287 -0.4636 1.1855
H: -7.0549 1.8922 1.3934
H: -5.6132 1.5734 2.3397
H: -5.4793 3.7199 1.0940
H: -4.1738 2.6021 0.7129
H: -5.7549 5.1699 -1.7662
H: -4.2738 5.2978 -0.7867
H: -4.1497 5.1469 -2.5446
H: -0.8277 -5.0526 1.0199
C: 3.1824 -4.8208 -2.8895
C: 4.6843 -4.5557 -2.8657
C: 5.2750 -4.2479 -4.2410
C: 5.1363 -5.3741 -5.2669
C: 5.7527 -6.7063 -4.8431
C: 7.2580 -6.6329 -4.6050
H: 2.9309 -5.6890 -3.5018
H: 2.7997 -5.0036 -1.8868
H: 2.6472 -3.9607 -3.2993
H: 5.1995 -5.4092 -2.4165
H: 4.8835 -3.7042 -2.2085
H: 6.3305 -3.9859 -4.1253
H: 4.7875 -3.3527 -4.6424
H: 5.6019 -5.0504 -6.2033
H: 4.0788 -5.5301 -5.4967
H: 5.5509 -7.4451 -5.6230
H: 5.2585 -7.0762 -3.9407
H: 7.7776 -6.2992 -5.5058
H: 7.6592 -7.6094 -4.3305
H: 7.5057 -5.9397 -3.7997
C: -5.6342 4.0806 6.9289
C: -4.1150 4.0868 7.0694
C: -3.3887 4.5909 5.8232
C: -3.6229 3.7545 4.5650
C: -3.2467 2.2783 4.6886
C: -1.7675 2.0456 4.9820
H: -5.9634 3.4195 6.1256
H: -6.1106 3.7384 7.8483
H: -6.0082 5.0836 6.7129
H: -3.7676 3.0815 7.3232
H: -3.8370 4.7235 7.9129
H: -2.3169 4.6425 6.0324
H: -3.7045 5.6190 5.6195
H: -3.0463 4.1961 3.7447
H: -4.6734 3.8260 4.2664
H: -3.5022 1.7810 3.7476
H: -3.8523 1.7984 5.4622
H: -1.1416 2.4843 4.2012
H: -1.5415 0.9795 5.0301
H: -1.4715 2.4861 5.9351

Atomic partial charges in e from the Löwdin method, atoms 1 to 5: atom 1 (C): -0.0733, atom 2 (C): -0.2436, atom 3 (C): -0.2136, atom 4 (C): -0.2016, atom 5 (C): -0.2089